{
  "formula": "C42H33Cl2CrN3O4P2Te",
  "method": "ωB97M-V/def2-TZVPD",
  "fmax_ev_per_a": 1.12,
  "spin_multiplicity": 4,
  "orbital_gap_ev": [5.6, 6.6],
  "total_charge": -1,
  "s2": 4.22,
  "species": ["Te", "Cr", "Cl", "Cl", "P", "P", "O", "O", "O", "O", "N", "N", "N", "C", "C", "C", "C", "C", "C", "C", "C", "C", "C", "C", "C", "C", "C", "C", "C", "C", "C", "C", "C", "C", "C", "C", "C", "C", "C", "C", "C", "C", "C", "C", "C", "C", "C", "C", "C", "C", "C", "C", "C", "C", "C", "H", "H", "H", "H", "H", "H", "H", "H", "H", "H", "H", "H", "H", "H", "H", "H", "H", "H", "H", "H", "H", "H", "H", "H", "H", "H", "H", "H", "H", "H", "H", "H", "H"],
  "positions_angstrom": [[1.70587, -2.95358, -0.23533], [0.32720, -1.04143, -1.11103], [3.49323, 3.96151, -2.91291], [2.96740, -1.01880, -4.03169], [-0.41177, 0.58781, 1.66716], [-1.30393, -1.99787, 0.38443], [-1.96516, 2.31568, -1.82737], [-1.07515, 4.38840, -2.99007], [-1.20149, 0.25883, -1.47158], [0.90159, 5.26471, -3.43930], [-0.98728, -1.03624, 1.78129], [1.34381, 1.15449, -1.40073], [2.51415, 1.80339, -1.64277], [1.57899, -0.06436, -4.49326], [4.73909, 2.23889, -0.65468], [-2.69000, -3.58447, 2.20013], [0.24293, 4.36214, -2.98005], [5.88935, 1.76469, -0.03858], [-1.05091, 1.48954, -1.69238], [-1.70112, -3.59701, 1.21263], [-1.49354, -5.98140, 1.51118], [2.26514, 2.98371, -2.25562], [3.75140, 1.34135, -1.03980], [-2.80104, 2.32204, 5.23522], [1.30688, 0.48153, 2.28296], [3.21862, -0.65525, 3.20187], [-5.55081, -0.91257, -1.07903], [-4.86641, -2.00419, -1.60102], [-1.74520, 1.45596, 5.49605], [3.40714, 1.64726, 2.53596], [3.89832, -0.00315, -0.77975], [-1.11723, -4.80758, 0.86431], [-3.03222, -1.58521, -0.08808], [-2.34375, 2.15319, 2.88281], [3.97881, 0.49926, 3.06990], [0.38468, 1.96899, -1.80438], [-3.72040, -0.49591, 0.42321], [-3.09946, 2.67324, 3.92678], [2.07834, 1.63297, 2.13641], [1.80778, 1.07366, -5.25435], [-3.04726, -4.74747, 2.86127], [-0.99139, 0.93887, 4.45136], [0.03002, -1.59850, -3.18103], [-4.97687, -0.16152, -0.06530], [-0.74437, 0.37650, -4.50440], [0.30577, -0.45159, -4.06868], [-2.44611, -5.95291, 2.51535], [0.74765, 1.87616, -5.64697], [-1.28862, 1.27759, 3.13299], [0.90145, 3.16341, -2.35880], [-0.54050, 1.51023, -5.27237], [1.88680, -0.66567, 2.80799], [5.04407, -0.46675, -0.15599], [-3.61332, -2.33610, -1.10898], [6.05277, 0.41078, 0.20941], [3.14184, -0.72379, -1.04594], [6.65133, 2.47289, 0.26243], [5.02455, 0.49630, 3.35190], [-1.53239, -1.24827, 2.60951], [2.82459, 1.32462, -5.52828], [-1.02792, -6.91720, 1.22797], [-2.56689, 2.43419, 1.85866], [4.62469, 3.30177, -0.78691], [6.95311, 0.04790, 0.68945], [0.92687, 2.77201, -6.22726], [1.30507, -1.57839, 2.85809], [-1.50244, 1.18891, 6.51709], [-1.75031, 0.10928, -4.20257], [-3.80613, -4.71549, 3.63305], [1.64141, 2.51998, 1.68571], [-3.08127, -3.18354, -1.53007], [3.67027, -1.56190, 3.58492], [-1.38616, 2.12299, -5.55960], [-6.52207, -0.64068, -1.47282], [5.11731, -1.53031, 0.03664], [-0.15628, 0.27844, 4.66298], [-3.26862, 0.10967, 1.19975], [-3.91413, 3.35454, 3.71646], [-1.03272, -1.84175, -3.21790], [-0.35142, -4.81965, 0.10084], [-5.30745, -2.59143, -2.39673], [-1.46848, 3.59082, -2.51276], [4.00238, 2.54285, 2.40748], [-5.49700, 0.70030, 0.33392], [-3.38583, 2.72549, 6.05247], [0.64708, -2.46940, -3.38267], [-2.73197, -6.86641, 3.02235], [-3.20494, -2.66197, 2.44743]],
  "forces_ev_per_a": [[0.534, -0.007, 0.092], [-0.273, -0.313, -0.947], [0.022, -0.023, -0.043], [-0.019, -0.027, 0.029], [0.152, -0.098, -0.102], [-0.316, 0.376, 1.007], [-0.063, 0.038, 0.004], [0.116, 0.104, -0.004], [0.093, 0.226, 0.141], [0.044, 0.028, -0.052], [-0.447, -0.128, -0.051], [0.245, 0.113, 0.268], [0.371, -0.231, 0.253], [0.113, 0.134, -0.037], [0.073, 0.073, 0.216], [0.036, 0.014, 0.026], [-0.001, -0.176, 0.070], [-0.046, 0.029, -0.046], [0.336, 0.051, -0.014], [0.046, -0.032, -0.135], [0.014, 0.066, -0.033], [0.010, 0.131, -0.091], [-0.441, 0.281, -0.229], [0.029, -0.038, -0.012], [-0.110, 0.092, 0.143], [-0.001, 0.024, -0.016], [0.019, -0.004, -0.004], [0.032, -0.002, 0.055], [0.011, 0.007, -0.034], [-0.057, 0.000, 0.028], [0.094, -0.259, -0.092], [-0.047, -0.030, -0.010], [0.095, 0.012, -0.224], [-0.033, 0.063, 0.006], [-0.070, -0.032, -0.006], [-0.486, -0.169, -0.212], [-0.023, 0.042, 0.067], [0.049, -0.041, -0.011], [0.113, 0.015, 0.024], [0.027, -0.015, 0.014], [0.022, -0.013, -0.036], [0.052, -0.021, 0.062], [0.186, 0.314, -0.074], [0.014, -0.026, -0.012], [-0.052, 0.051, -0.064], [-0.238, -0.190, 0.114], [-0.031, 0.022, 0.016], [-0.012, -0.050, 0.027], [-0.040, -0.031, -0.144], [-0.037, 0.069, -0.048], [0.043, -0.022, 0.079], [0.020, -0.051, -0.005], [0.018, -0.028, 0.013], [-0.080, 0.029, 0.003], [-0.005, -0.036, -0.053], [-0.115, 0.023, -0.062], [0.006, 0.000, -0.008], [-0.009, 0.005, 0.012], [0.123, -0.074, 0.014], [0.004, -0.002, -0.001], [-0.003, 0.006, -0.001], [0.007, -0.009, 0.004], [-0.053, -0.009, -0.019], [-0.010, -0.005, 0.012], [0.005, -0.004, 0.013], [0.021, 0.007, 0.021], [-0.006, -0.002, 0.003], [-0.004, 0.019, 0.015], [0.001, -0.006, 0.000], [-0.009, -0.006, 0.004], [0.022, 0.007, 0.001], [-0.002, -0.002, -0.005], [0.000, -0.008, 0.004], [-0.006, -0.012, 0.004], [0.017, 0.020, 0.032], [-0.025, 0.019, -0.028], [-0.022, 0.000, -0.021], [0.000, -0.001, -0.001], [-0.009, -0.114, 0.061], [0.013, -0.018, 0.001], [0.007, -0.001, -0.007], [-0.091, -0.154, 0.051], [-0.009, -0.015, -0.005], [0.002, -0.001, 0.005], [0.007, 0.002, 0.004], [0.028, 0.016, -0.007], [0.006, 0.002, 0.007], [0.001, 0.001, -0.015]]
}